[1]
Below is a molecular structure, C5H13F2KNO12PS3 in a non-equilibrium geometry, with properties calculated with ωB97M-V/def2-TZVPD.

Last column: Mulliken charge in e.
Cartesian coordinates (Å):
K -13.456 -10.289 14.353  1.038
N -12.849 -12.685 15.344  -0.229
S -11.759 -13.872 15.319  1.019
O -12.222 -15.045 15.983  -0.584
O -10.411 -13.452 15.448  -0.565
F -11.891 -14.278 13.766  -0.261
S -13.128 -12.547 16.975  1.019
O -12.013 -12.648 17.823  -0.528
O -14.341 -13.145 17.379  -0.569
F -13.525 -10.982 16.935  -0.328
C -12.539 -5.674 12.866  -0.669
O -11.948 -6.246 11.685  -0.308
P -12.461 -7.642 11.123  0.589
O -12.523 -8.703 12.139  -0.159
O -13.789 -7.387 10.353  -0.255
C -14.999 -7.166 11.096  -0.669
O -11.493 -7.911 9.923  -0.324
C -10.126 -7.505 9.991  -0.694
H -13.075 -4.771 12.581  0.255
H -11.727 -5.342 13.511  0.280
H -13.171 -6.365 13.415  0.279
H -14.973 -7.632 12.079  0.250
H -15.802 -7.592 10.502  0.270
H -15.166 -6.093 11.194  0.297
H -9.716 -7.526 11.003  0.331
H -9.990 -6.499 9.600  0.270
H -9.547 -8.214 9.404  0.270
C -14.527 -13.536 10.782  -0.401
C -13.672 -12.946 11.928  -0.258
O -13.859 -11.531 11.850  -0.156
S -14.387 -11.045 10.429  1.047
O -13.303 -10.619 9.641  -0.513
O -15.489 -10.202 10.644  -0.554
O -14.851 -12.465 9.896  -0.341
H -15.444 -13.985 11.162  0.298
H -13.976 -14.302 10.240  0.293
H -12.619 -13.146 11.747  0.292
H -13.993 -13.370 12.872  0.268

**E**: -95012.7082 eV
**Total charge**: 0
**Largest force on an atom**: 2.043 eV/A

[2]
Below is a molecular structure, H2ORb, with properties calculated with ωB97M-V/def2-TZVPD.

Last column: Löwdin spin population.
Cartesian coordinates (Å):
Rb -0.485 -1.752 -0.916  0.825
O 0.486 0.469 0.490  0.090
H -0.422 0.345 0.768  0.048
H 0.421 0.938 -0.342  0.037

**E**: -2733.5097 eV
**2S+1**: 2
**ΔE to the lowest compared entry with this formula, charge and spin**: 0.0 kcal per mole
**Total charge**: 0
**Largest force on an atom**: 0.792 eV/A

[3]
Below is a gas-phase ion, C4H10N2 (charge +1) in a non-equilibrium geometry, with properties calculated with ωB97M-V/def2-TZVPD.

Last column: Löwdin spin population.
Cartesian coordinates (Å):
C 0.585 -2.040 0.583  0.004
C -0.814 -1.401 0.413  0.002
C -0.730 -0.191 -0.522  0.116
N 0.959 2.590 -0.606  0.061
C -0.094 2.126 0.095  0.085
N -0.621 0.984 0.268  0.619
H 1.316 -1.340 0.985  0.000
H 0.466 -2.974 1.130  0.000
H 0.911 -2.449 -0.378  0.001
H -1.471 -2.216 0.091  0.001
H -1.054 -1.146 1.447  0.000
H -1.583 -0.198 -1.220  0.020
H 0.033 -0.218 -1.326  0.057
H 1.239 3.553 -0.451  0.002
H 1.079 2.189 -1.533  0.003
H -0.219 2.729 1.027  0.026

**E**: -7280.7626 eV
**2S+1**: 2
**ΔE to the lowest compared entry with this formula, charge and spin**: 53.7 kcal per mole
**Total charge**: +1
**Largest force on an atom**: 4.314 eV/A

[4]
Below is a molecular structure, C35H41LuN9SSi, with properties calculated with ωB97M-V/def2-TZVPD.

Last column: Mulliken charge in e.
Cartesian coordinates (Å):
Lu 0.520 -0.296 0.054  2.278
C 1.831 2.881 -0.699  -0.988
N 1.462 2.239 0.579  0.379
C 2.679 2.141 1.394  -1.000
C 2.487 1.220 2.557  -0.291
C 3.120 1.446 3.771  -0.893
C 3.052 0.471 4.749  -1.008
C 2.371 -0.701 4.467  -0.977
C 1.753 -0.829 3.236  -0.080
N 1.771 0.122 2.298  1.713
C 0.512 3.095 1.315  -1.313
C -0.937 2.942 0.949  0.501
C -1.807 4.016 1.120  -1.114
C -3.151 3.834 0.863  -0.713
C -3.587 2.589 0.434  -1.149
C -2.653 1.583 0.286  -0.453
N -1.351 1.747 0.542  1.028
C 0.682 2.840 -1.657  0.389
C 0.297 3.936 -2.412  -1.079
C -0.781 3.802 -3.272  -0.547
C -1.423 2.577 -3.345  -1.099
C -0.956 1.533 -2.565  -0.192
N 0.071 1.659 -1.724  0.513
H 2.671 2.328 -1.126  0.555
H 2.170 3.912 -0.532  0.388
H 3.023 3.130 1.723  0.574
H 3.474 1.724 0.768  0.359
H 3.672 2.363 3.926  0.555
H 3.537 0.614 5.705  0.462
H 2.314 -1.512 5.179  0.551
H 1.222 -1.733 2.985  -0.227
H 0.808 4.147 1.205  0.464
H 0.611 2.864 2.380  0.578
H -1.425 4.974 1.447  0.533
H -3.849 4.652 0.987  0.449
H -4.627 2.398 0.210  0.542
H -2.947 0.601 -0.066  0.388
H 0.834 4.871 -2.324  0.516
H -1.112 4.637 -3.873  0.443
H -2.265 2.418 -4.003  0.506
H -1.414 0.553 -2.616  0.311
C -3.271 -3.130 0.005  -2.285
C -2.243 -2.071 0.246  0.547
N -1.367 -1.695 -0.632  1.645
N -1.473 -2.344 -1.825  -1.714
C -0.515 -2.109 -2.705  0.531
N -0.631 -2.824 -3.850  -0.422
S 0.837 -1.079 -2.561  -0.531
C -2.207 -1.430 1.572  0.619
C -3.267 -1.600 2.468  -1.263
C -3.258 -0.928 3.673  -0.876
C -2.194 -0.085 3.954  -1.304
C -1.175 0.013 3.030  -0.253
N -1.147 -0.657 1.873  1.237
H -3.171 -3.910 0.763  0.417
H -3.143 -3.569 -0.975  0.413
H -4.282 -2.724 0.080  0.432
H -1.319 -3.557 -3.872  0.243
H 0.143 -2.851 -4.487  0.245
H -4.092 -2.245 2.210  0.572
H -4.074 -1.051 4.372  0.452
H -2.140 0.482 4.872  0.539
H -0.339 0.667 3.224  0.335
C 4.739 -1.032 1.582  -1.059
Si 3.864 -1.654 0.032  -0.169
C 4.686 -3.290 -0.378  -1.274
C 4.252 -0.413 -1.334  -0.887
N 2.147 -1.821 0.233  0.397
C 1.531 -3.062 0.011  -0.079
C 1.740 -3.837 -1.144  -0.223
C 1.049 -5.014 -1.359  -0.887
C 0.101 -5.468 -0.449  -0.742
C -0.130 -4.725 0.696  -0.888
C 0.574 -3.548 0.917  0.276
H 5.813 -1.181 1.450  0.530
H 4.444 -1.602 2.466  0.252
H 4.605 0.025 1.805  0.307
H 5.744 -3.221 -0.109  0.430
H 4.641 -3.535 -1.439  0.356
H 4.259 -4.130 0.170  0.372
H 5.328 -0.336 -1.510  0.496
H 3.908 0.601 -1.104  0.117
H 3.776 -0.713 -2.270  0.283
H 2.439 -3.490 -1.891  0.381
H 1.243 -5.584 -2.259  0.417
H -0.435 -6.390 -0.628  0.408
H -0.849 -5.062 1.434  0.556
H 0.378 -2.990 1.824  0.200

**E**: -102706.1154 eV
**ΔE to the lowest compared entry with this formula, charge and spin**: 0.0 kcal per mole
**Total charge**: +1
**Largest force on an atom**: 0.363 eV/A

[5]
Below is a molecular structure, C22H47N2NbO3 in a non-equilibrium geometry, with properties calculated with ωB97M-V/def2-TZVPD.

Last column: Löwdin spin population.
Cartesian coordinates (Å):
C 1.204 -0.236 2.408  0.000
C 2.736 -0.635 2.327  0.000
O 3.567 0.166 2.831  0.000
O 3.273 -1.786 1.696  0.000
C 2.892 -1.840 0.272  0.000
C 3.660 -0.712 -0.547  0.000
C 3.040 -0.371 -1.984  0.000
C 1.442 -0.424 -2.072  0.000
C 0.814 0.521 -3.206  0.000
C 0.389 1.970 -2.678  0.000
C -0.643 1.967 -1.460  0.000
C -0.745 3.521 -0.948  0.000
Nb 0.892 4.021 0.570  -0.001
N 2.203 4.638 -1.020  0.001
C 3.476 4.679 -0.658  0.000
C 4.211 6.099 -0.628  0.000
C 4.368 3.393 -0.270  0.000
H 0.838 -0.042 1.331  0.000
H 1.043 0.766 2.949  0.000
H 0.521 -1.046 2.825  0.000
H 3.175 -2.904 -0.065  0.000
H 1.757 -1.764 0.250  0.000
H 3.808 0.270 0.006  0.000
H 4.722 -1.121 -0.742  0.000
H 3.341 0.720 -2.215  0.000
H 3.472 -0.987 -2.848  0.000
H 1.166 -1.510 -2.361  0.000
H 0.940 -0.265 -1.047  0.000
H 1.629 0.624 -4.017  0.000
H -0.068 -0.024 -3.706  0.000
H -0.077 2.542 -3.565  0.000
H 1.344 2.547 -2.413  0.000
H -0.307 1.369 -0.552  0.000
H -1.713 1.659 -1.767  0.000
H -0.564 4.152 -1.898  0.000
H -1.782 3.743 -0.504  0.000
H 1.559 2.310 0.485  0.000
H 2.203 4.473 1.767  0.000
H 0.240 5.733 0.715  0.000
H -0.193 3.588 1.981  0.000
H 3.428 6.884 -0.378  0.000
H 4.633 6.313 -1.670  0.000
H 5.071 6.140 0.122  0.000
H 5.022 3.048 -1.153  0.000
H 3.700 2.524 0.052  0.000
H 5.097 3.701 0.559  0.000
C -3.003 -3.641 -1.121  0.002
C -2.159 -3.278 0.127  0.024
C -2.423 -4.296 1.258  0.013
C -3.766 -4.105 1.956  0.001
C -3.940 -2.662 2.416  0.013
C -3.726 -1.639 1.281  0.024
N -2.455 -1.871 0.533  0.324
O -1.436 -1.442 1.314  0.592
C -4.931 -1.686 0.312  0.001
C -3.801 -0.212 1.882  -0.001
C -0.694 -3.465 -0.344  -0.001
H -3.196 -2.763 -1.744  0.001
H -2.488 -4.363 -1.762  0.000
H -3.959 -4.106 -0.870  0.000
H -1.633 -4.222 2.015  0.002
H -2.370 -5.316 0.863  0.001
H -4.588 -4.399 1.297  0.000
H -3.823 -4.771 2.824  0.001
H -4.939 -2.540 2.847  0.001
H -3.233 -2.467 3.231  0.003
H -4.765 -1.039 -0.554  0.001
H -5.841 -1.336 0.808  0.000
H -5.166 -2.685 -0.049  0.000
H -3.076 -0.055 2.684  -0.001
H -4.787 -0.027 2.317  0.000
H -3.632 0.547 1.113  0.000
H -0.443 -2.761 -1.144  0.000
H -0.538 -4.476 -0.732  0.000
H 0.029 -3.337 0.466  -0.001

**E**: -34239.7492 eV
**2S+1**: 2
**Total charge**: -1
**Largest force on an atom**: 4.565 eV/A

[6]
Below is a molecular structure, C25H27N2O3PdSb in a non-equilibrium geometry, with properties calculated with ωB97M-V/def2-TZVPD.

Last column: Löwdin spin population.
Cartesian coordinates (Å):
Pd 0.186 -0.159 0.230  1.272
N -0.314 2.114 0.322  0.168
C -1.520 2.370 -0.481  0.010
C -1.534 1.504 -1.736  0.047
O -2.010 1.879 -2.772  0.103
N -0.945 0.259 -1.566  0.401
C -0.535 -0.441 -2.655  0.330
C 1.530 -0.135 -2.603  0.109
O 1.870 -0.069 -3.719  0.179
O 1.792 -0.114 -1.413  0.142
H -0.410 2.493 1.258  0.004
H 0.495 2.555 -0.109  0.001
H -1.585 3.407 -0.809  0.006
H -2.410 2.142 0.107  0.001
H -0.873 -0.099 -3.627  0.019
H -0.394 -1.512 -2.532  0.036
C -1.932 -4.573 -1.941  0.017
C -1.018 -5.511 -1.200  0.004
C -1.025 -6.876 -1.480  0.002
C -0.164 -7.748 -0.829  0.001
C 0.735 -7.274 0.116  0.005
C 0.770 -5.920 0.413  0.017
C -0.115 -5.070 -0.237  0.069
Sb -0.096 -2.986 0.316  0.353
C -0.866 -2.840 2.333  0.074
C -0.477 -3.802 3.254  0.018
C -0.964 -3.737 4.553  0.012
C -1.837 -2.723 4.910  -0.001
C -2.221 -1.767 3.980  0.008
C -1.753 -1.814 2.670  0.005
C -2.230 -0.800 1.668  0.082
C 2.022 -2.624 0.364  0.159
C 2.742 -3.376 -0.574  0.043
C 4.116 -3.279 -0.617  0.028
C 4.769 -2.373 0.222  0.099
C 4.049 -1.582 1.108  0.005
C 2.666 -1.662 1.178  0.074
C 1.918 -0.740 2.097  0.033
H -2.675 -5.119 -2.517  0.001
H -1.361 -3.956 -2.641  0.002
H -2.466 -3.914 -1.248  0.008
H -1.717 -7.251 -2.223  0.000
H -0.190 -8.803 -1.066  0.000
H 1.409 -7.950 0.624  0.001
H 1.494 -5.550 1.128  0.001
H 0.199 -4.600 2.976  0.002
H -0.660 -4.484 5.274  0.001
H -2.233 -2.681 5.916  0.000
H -2.909 -0.982 4.270  0.000
H -2.864 -0.042 2.123  0.004
H -2.772 -1.259 0.841  0.004
H -1.359 -0.245 1.212  0.020
H 2.233 -4.077 -1.225  0.001
H 4.679 -3.902 -1.298  0.001
H 5.844 -2.269 0.167  0.005
H 4.567 -0.876 1.746  -0.001
H 2.597 -0.232 2.778  0.003
H 1.179 -1.273 2.695  0.003
H 1.434 0.107 1.524  0.006

**E**: -45482.8726 eV
**2S+1**: 5
**ΔE to the lowest compared entry with this formula, charge and spin**: 0.0 kcal per mole
**Total charge**: +2
**Largest force on an atom**: 2.513 eV/A

[7]
Below is a molecular structure, C3H2LiMnO3 in a non-equilibrium geometry, with properties calculated with ωB97M-V/def2-TZVPD.

Last column: Löwdin spin population.
Cartesian coordinates (Å):
O -3.162 0.735 0.203  0.077
O -1.325 0.177 2.260  0.141
C -1.437 -0.397 3.454  -0.008
C -1.611 -0.588 1.074  0.628
O -2.033 -1.473 3.576  -0.004
C -2.244 -0.239 -0.062  0.090
Mn -0.736 0.814 4.943  4.062
H -1.840 -0.367 -1.069  0.005
H -2.346 1.373 0.717  0.000
Li -3.119 -1.987 2.076  0.011

**E**: -40798.0416 eV
**2S+1**: 6
**ΔE to the lowest compared entry with this formula, charge and spin**: 46.7 kcal per mole
**Total charge**: +1
**Largest force on an atom**: 5.192 eV/A

[8]
Below is a molecular structure, C8H10Br2Cl3F5GeN2SeTa, with properties calculated with ωB97M-V/def2-TZVPD.

Last column: Löwdin spin population.
Cartesian coordinates (Å):
Ta 0.692 -0.128 2.033  0.016
Br 2.641 1.862 2.128  0.016
C 1.412 2.991 3.169  0.001
Br -0.386 2.339 2.802  0.008
H 1.505 4.013 2.814  0.000
H 1.637 2.865 4.224  0.000
C 0.515 -1.795 -2.064  -0.001
N 0.108 -0.548 -2.719  0.040
C -0.240 -0.444 -4.005  0.219
C -0.555 0.906 -4.249  0.188
N -0.383 1.567 -3.108  0.045
C -0.615 3.019 -2.941  -0.001
C 0.023 0.684 -2.123  0.088
Se 0.324 1.307 -0.426  0.343
H 0.658 -2.549 -2.833  0.000
H -0.269 -2.112 -1.379  0.000
H 1.458 -1.625 -1.551  0.000
H -0.256 -1.283 -4.687  0.008
H -0.874 1.376 -5.169  0.006
H -0.852 3.429 -3.919  0.000
H 0.290 3.484 -2.559  0.001
H -1.454 3.171 -2.265  0.001
Cl 1.507 -2.086 1.318  0.002
Ge 2.498 -5.395 3.231  0.000
Cl 3.330 -7.125 2.559  0.000
Cl 1.184 -0.409 4.153  0.003
F -2.246 0.493 1.610  0.007
C -1.501 -0.610 1.833  0.007
F -1.565 -1.402 0.734  0.002
C -2.065 -1.343 3.074  0.000
F -1.262 -2.405 3.295  0.000
F -3.296 -1.730 2.904  0.000
F -1.962 -0.519 4.114  0.000

**E**: -326049.6244 eV
**2S+1**: 2
**ΔE to the lowest compared entry with this formula, charge and spin**: 5.5 kcal per mole
**Total charge**: +4
**Largest force on an atom**: 0.521 eV/A